No. 1
Formula: C27H56F3O5PS
Source: the Open Molecules 2025 dataset
Level of theory: wB97M-V/def2-TZVPD

Element x y z (Å)
C (-6.702, 1.683, 0.594)
O (-6.284, 1.943, 1.911)
C (-4.878, 1.856, 2.074)
C (-4.371, 0.412, 2.178)
C (-4.330, -0.027, 3.643)
C (-3.902, -1.483, 3.929)
C (-4.099, -2.509, 2.812)
C (-3.009, -2.539, 1.741)
C (-3.040, -3.845, 0.906)
C (-3.295, -3.647, -0.598)
C (-2.028, -3.722, -1.443)
C (-1.131, -2.484, -1.254)
C (0.330, -2.748, -1.593)
P (1.474, -1.581, -0.732)
S (1.102, -2.670, 1.273)
C (3.264, -2.071, -0.707)
C (4.073, -1.645, 0.526)
C (3.971, -0.177, 0.825)
O (2.942, 0.411, 1.061)
O (5.164, 0.447, 0.829)
C (1.652, -0.497, -2.316)
C (1.970, 0.984, -2.062)
C (3.431, 1.313, -2.052)
F (4.294, 0.421, -2.593)
C (3.949, 2.452, -1.590)
F (5.035, 3.033, -2.070)
F (3.451, 3.142, -0.578)
H (-6.590, 0.628, 0.320)
H (-6.151, 2.288, -0.135)
H (-7.760, 1.930, 0.523)
H (-4.650, 2.390, 2.997)
H (-4.379, 2.397, 1.261)
H (-3.382, 0.367, 1.720)
H (-5.049, -0.231, 1.615)
H (-3.602, 0.628, 4.131)
H (-5.296, 0.212, 4.090)
H (-4.513, -1.824, 4.770)
H (-2.874, -1.508, 4.295)
H (-4.064, -3.494, 3.291)
H (-5.093, -2.442, 2.361)
H (-2.022, -2.417, 2.191)
H (-3.162, -1.720, 1.037)
H (-3.840, -4.482, 1.292)
H (-2.112, -4.397, 1.064)
H (-3.785, -2.689, -0.793)
H (-3.980, -4.424, -0.945)
H (-2.300, -3.785, -2.501)
H (-1.448, -4.623, -1.227)
H (-1.242, -2.150, -0.222)
H (-1.532, -1.691, -1.892)
H (0.597, -3.739, -1.222)
H (0.529, -2.751, -2.665)
H (0.933, -0.460, -0.085)
H (1.522, -3.906, 0.970)
H (3.261, -3.163, -0.723)
H (3.785, -1.725, -1.596)
H (3.785, -2.206, 1.413)
H (5.122, -1.879, 0.337)
H (4.987, 1.395, 0.931)
H (0.666, -0.519, -2.790)
H (2.352, -0.917, -3.038)
H (1.510, 1.349, -1.140)
H (1.537, 1.553, -2.890)
C (-1.850, 3.578, -7.397)
C (-1.280, 2.767, -6.245)
O (-0.117, 2.032, -6.580)
C (0.998, 2.801, -6.992)
C (1.509, 3.758, -5.928)
H (-1.981, 2.948, -8.278)
H (-2.816, 3.998, -7.118)
H (-1.196, 4.406, -7.674)
H (-2.009, 2.020, -5.930)
H (-1.092, 3.411, -5.378)
H (0.775, 3.341, -7.919)
H (1.775, 2.074, -7.232)
H (0.803, 4.567, -5.736)
H (2.450, 4.209, -6.242)
H (1.670, 3.229, -4.987)
C (3.421, 1.993, 3.922)
C (3.516, 1.965, 5.438)
O (3.146, 0.723, 6.007)
C (3.929, -0.388, 5.617)
C (5.396, -0.274, 6.000)
H (2.444, 1.642, 3.590)
H (3.575, 3.008, 3.552)
H (4.174, 1.353, 3.461)
H (2.825, 2.694, 5.864)
H (4.521, 2.256, 5.765)
H (3.827, -0.572, 4.541)
H (3.485, -1.244, 6.125)
H (5.907, 0.504, 5.429)
H (5.908, -1.217, 5.807)
H (5.495, -0.029, 7.059)

## Properties
* Kohn-Sham gap: 8.87 eV
* F_max: 1.71 eV Å⁻¹
* lowest unoccupied orbital energy: 0.017 hartree
* calculated total energy: -2477.568209 Ha
* SMILES: COCCCCCCCCCCC[PH](S)(CCC(=O)O)CCC(F)=C(F)F.CCOCC.CCOCC

No. 2
Formula: C27H56FHfN3O9S3
Source: the Open Molecules 2025 dataset
Level of theory: wB97M-V/def2-TZVPD

Element x y z (Å)
Hf (0.922, -0.834, -1.899)
C (4.999, -3.033, 1.182)
C (3.498, -3.338, 1.386)
C (3.261, -4.058, 2.775)
C (3.501, -3.035, 3.889)
C (2.508, -1.878, 3.795)
C (2.544, -1.198, 2.401)
N (2.587, -2.092, 1.241)
O (2.479, -1.480, -0.063)
C (3.673, -0.154, 2.393)
C (1.226, -0.441, 2.518)
C (3.057, -4.462, 0.480)
H (5.361, -2.340, 1.942)
H (4.939, -2.711, 0.142)
H (5.697, -3.868, 1.235)
H (3.914, -4.923, 2.897)
H (2.354, -4.657, 2.862)
H (4.538, -2.706, 3.816)
H (3.418, -3.486, 4.878)
H (2.856, -1.205, 4.579)
H (1.564, -2.317, 4.119)
H (4.663, -0.529, 2.652)
H (3.390, 0.728, 2.966)
H (3.935, 0.315, 1.444)
H (1.030, 0.268, 1.714)
H (1.283, 0.234, 3.372)
H (0.374, -1.112, 2.621)
H (2.850, -4.108, -0.530)
H (2.195, -5.079, 0.732)
H (3.827, -5.224, 0.357)
F (-0.572, 0.317, -0.465)
C (4.201, 1.883, -0.737)
C (2.724, 2.029, -0.402)
O (1.938, 1.136, -0.915)
N (2.383, 3.011, 0.421)
C (0.987, 3.137, 0.720)
H (4.797, 2.587, -0.155)
H (4.231, 2.061, -1.812)
H (4.541, 0.848, -0.730)
H (3.097, 3.638, 0.763)
H (0.608, 4.084, 1.105)
H (0.516, 2.416, 1.388)
H (0.321, 2.988, -0.130)
C (-3.690, -2.081, -2.614)
C (-2.680, -0.923, -2.847)
O (-1.488, -1.094, -2.676)
N (-3.088, 0.337, -3.080)
C (-4.491, 0.742, -3.243)
H (-4.350, -2.275, -3.459)
H (-4.353, -1.897, -1.768)
H (-3.221, -3.065, -2.598)
H (-2.360, 1.024, -3.211)
H (-4.824, 0.473, -4.245)
H (-4.515, 1.832, -3.205)
H (-5.118, 0.249, -2.501)
C (-1.391, -3.125, 3.275)
C (-2.721, -2.978, 2.620)
C (-2.526, -2.114, 1.314)
S (-1.143, -3.086, 0.489)
O (-0.135, -2.378, -0.318)
O (-1.626, -4.294, -0.156)
C (-0.481, -3.733, 2.061)
H (-1.496, -3.888, 4.046)
H (-1.025, -2.226, 3.773)
H (-3.375, -2.411, 3.283)
H (-3.305, -3.866, 2.377)
H (-2.369, -1.046, 1.470)
H (-3.275, -2.128, 0.522)
H (0.551, -3.438, 2.248)
H (-0.447, -4.822, 2.097)
C (-1.321, 3.834, -5.111)
C (0.014, 4.032, -5.759)
C (0.861, 2.949, -5.225)
S (0.418, 2.751, -3.438)
O (1.176, 3.680, -2.614)
O (0.434, 1.314, -3.065)
C (-1.304, 3.492, -3.628)
H (-1.917, 2.996, -5.472)
H (-1.803, 4.808, -5.189)
H (0.529, 4.955, -5.490)
H (-0.056, 4.027, -6.846)
H (1.946, 2.885, -5.313)
H (0.635, 2.018, -5.744)
H (-1.516, 4.273, -2.897)
H (-1.979, 2.647, -3.487)
C (-2.629, 3.752, 0.650)
C (-2.344, 2.892, 1.827)
C (-3.618, 2.138, 2.182)
S (-4.640, 1.916, 0.633)
O (-5.950, 2.584, 0.765)
O (-4.521, 0.515, 0.159)
C (-3.354, 2.881, -0.371)
H (-1.646, 4.019, 0.263)
H (-3.157, 4.612, 1.061)
H (-1.799, 3.294, 2.681)
H (-1.680, 2.121, 1.438)
H (-4.263, 2.739, 2.823)
H (-3.465, 1.152, 2.619)
H (-3.686, 3.366, -1.288)
H (-2.640, 2.160, -0.768)

## Properties
* Kohn-Sham gap (spin up / spin down): 5.20 / 5.20 eV
* charge: +3
* F_max: 11.36 eV Å⁻¹
* lowest unoccupied orbital energy (spin up / spin down): -0.417 / -0.417 hartree
* calculated total energy: -3245.111703 Ha
* multiplicity: 2

No. 3
Formula: C27H57BBrN5O11PS3Si
Source: the Open Molecules 2025 dataset
Level of theory: wB97M-V/def2-TZVPD

Element x y z (Å)
C (-1.955, 2.792, -0.729)
C (-1.174, 1.646, -0.884)
C (-0.418, 0.949, 0.370)
O (-0.826, 1.780, 1.436)
C (-1.932, 1.379, 2.224)
C (-2.134, 2.512, 3.343)
C (-3.487, 3.312, 2.998)
O (-2.296, 1.952, 4.653)
C (-0.999, -0.530, 0.317)
P (-2.759, -0.514, -0.472)
O (-3.678, -1.777, 0.235)
Br (-2.669, -1.010, -2.661)
N (-0.102, -1.556, -0.369)
N (-0.880, -2.724, -0.074)
C (-0.985, -3.508, -1.045)
O (-1.163, -4.158, -1.985)
C (1.266, -1.632, 0.289)
C (1.383, -2.868, 1.330)
C (2.828, -3.186, 1.903)
O (3.747, -2.123, 2.173)
B (2.328, -2.201, -0.831)
N (3.795, -1.859, -0.772)
O (1.937, -2.990, -1.944)
C (1.668, -0.237, 0.906)
S (1.264, -0.283, 2.741)
N (1.103, 1.008, 0.218)
C (1.745, 2.169, 0.903)
C (1.427, 3.616, 0.309)
O (1.049, 4.532, 1.350)
Si (2.384, 5.311, 2.110)
C (4.045, 4.391, 1.973)
C (2.466, 7.125, 1.539)
C (1.975, 5.381, 3.994)
C (1.521, 1.071, -1.226)
N (2.997, 0.964, -1.418)
C (3.227, 0.636, -2.859)
H (-1.519, 3.633, -0.121)
H (-2.953, 2.875, -1.225)
H (-1.060, 1.290, -1.943)
H (-2.933, 1.328, 1.689)
H (-1.722, 0.433, 2.816)
H (-1.315, 3.300, 3.285)
H (-3.707, 3.307, 1.886)
H (-3.417, 4.407, 3.283)
H (-4.373, 2.801, 3.487)
H (-2.652, 2.691, 5.188)
H (-1.172, -1.013, 1.337)
H (-4.411, -1.310, 0.686)
H (0.535, -2.902, 2.066)
H (1.215, -3.787, 0.672)
H (3.388, -3.943, 1.261)
H (2.667, -3.743, 2.883)
H (3.973, -2.167, 3.120)
H (4.336, -2.662, -0.431)
H (4.141, -1.660, -1.714)
H (2.503, -3.787, -1.928)
H (2.801, -0.179, 0.890)
H (2.444, 0.118, 3.350)
H (2.878, 2.081, 0.882)
H (1.530, 2.302, 1.995)
H (0.617, 3.640, -0.467)
H (2.366, 4.001, -0.211)
H (4.372, 4.407, 0.886)
H (4.827, 4.985, 2.533)
H (4.032, 3.355, 2.409)
H (2.589, 7.230, 0.426)
H (3.227, 7.713, 2.135)
H (1.458, 7.582, 1.800)
H (1.486, 6.348, 4.289)
H (1.405, 4.469, 4.344)
H (2.969, 5.338, 4.549)
H (1.252, 2.006, -1.780)
H (1.054, 0.227, -1.826)
H (3.427, 1.894, -1.305)
H (4.326, 0.455, -3.016)
H (2.692, -0.329, -3.128)
H (2.840, 1.477, -3.518)
C (-0.200, -9.179, 1.254)
C (-0.602, -7.938, 0.449)
C (-0.234, -6.711, 1.287)
S (1.149, -7.202, 2.316)
O (0.727, -7.181, 3.694)
O (2.342, -6.520, 1.865)
C (1.206, -8.901, 1.770)
H (-0.231, -10.084, 0.646)
H (-0.888, -9.312, 2.094)
H (-0.048, -7.920, -0.494)
H (-1.665, -7.943, 0.204)
H (0.063, -5.869, 0.662)
H (-1.054, -6.415, 1.943)
H (1.496, -9.547, 2.597)
H (1.940, -8.968, 0.965)
C (-5.593, 1.534, -5.667)
C (-4.890, 2.394, -6.721)
C (-3.903, 3.306, -5.986)
S (-3.431, 2.433, -4.495)
O (-3.921, 3.172, -3.354)
O (-2.052, 2.014, -4.603)
C (-4.490, 1.019, -4.751)
H (-6.153, 0.714, -6.119)
H (-6.295, 2.150, -5.097)
H (-4.346, 1.746, -7.415)
H (-5.602, 2.976, -7.308)
H (-3.015, 3.504, -6.584)
H (-4.371, 4.246, -5.693)
H (-4.860, 0.656, -3.794)
H (-3.898, 0.245, -5.244)

## Properties
* Kohn-Sham gap: 8.47 eV
* charge: +1
* F_max: 4.33 eV Å⁻¹
* lowest unoccupied orbital energy: -0.077 hartree
* calculated total energy: -6588.317115 Ha

Which value of calculated total energy does entry 3 give?
-6588.317115 Ha

Which of these has the lowest calculated total energy?
C27H57BBrN5O11PS3Si